No. 1
{"formula": "C46H24F6I4N5O4PdS2", "method": "ωB97M-V/def2-TZVPD", "orbital_gap_ev": 4.81, "lumo_ev": -6.10, "total_energy_ev": -137583.653, "homo_ev": -10.908, "charge": 1, "elements": ["Pd", "I", "C", "C", "C", "C", "C", "C", "C", "C", "C", "C", "C", "C", "C", "C", "C", "C", "I", "C", "C", "C", "N", "C", "C", "C", "C", "C", "C", "I", "C", "C", "C", "C", "C", "C", "N", "C", "C", "C", "C", "C", "N", "C", "C", "C", "C", "I", "C", "C", "C", "C", "N", "H", "H", "H", "H", "H", "H", "H", "H", "H", "H", "H", "H", "H", "H", "H", "H", "H", "H", "H", "H", "H", "H", "H", "H", "F", "C", "F", "F", "S", "O", "O", "N", "S", "O", "O", "C", "F", "F", "F"], "xyz": [[0.143, 0.927, 0.643], [3.996, -6.659, 5.246], [3.265, -4.918, 4.368], [2.571, -4.990, 3.168], [2.084, -3.830, 2.584], [2.295, -2.602, 3.202], [2.990, -2.535, 4.404], [3.478, -3.694, 4.989], [1.743, -1.383, 2.551], [0.363, -1.035, 2.877], [-0.361, -1.632, 3.990], [-1.583, -1.080, 3.990], [-1.638, -0.171, 2.850], [-2.752, 0.410, 2.370], [-4.016, 0.276, 3.145], [-4.974, -0.662, 2.767], [-6.131, -0.814, 3.515], [-6.335, -0.022, 4.638], [-8.075, -0.248, 5.757], [-5.385, 0.914, 5.022], [-4.223, 1.056, 4.277], [-2.823, 1.066, 1.064], [-1.795, 1.442, 0.344], [-2.313, 1.843, -0.903], [-1.588, 2.252, -1.960], [-2.234, 2.532, -3.263], [-1.912, 1.719, -4.348], [-2.506, 1.937, -5.580], [-3.410, 2.982, -5.732], [-4.291, 3.320, -7.587], [-3.729, 3.802, -4.660], [-3.142, 3.572, -3.424], [-0.139, 2.441, -1.911], [0.595, 3.195, -2.921], [1.887, 3.146, -2.571], [1.969, 2.314, -1.375], [0.659, 1.975, -0.988], [3.092, 1.790, -0.861], [3.098, 0.761, 0.174], [4.272, -0.052, 0.458], [3.894, -0.963, 1.366], [2.497, -0.697, 1.677], [2.070, 0.392, 0.895], [4.408, 2.127, -1.467], [5.320, 2.922, -0.781], [6.550, 3.219, -1.347], [6.875, 2.703, -2.595], [8.725, 3.139, -3.443], [5.976, 1.896, -3.280], [4.742, 1.609, -2.714], [-3.760, 1.703, -0.865], [-4.079, 1.281, 0.366], [-0.377, -0.173, 2.229], [2.413, -5.944, 2.684], [1.548, -3.871, 1.642], [3.156, -1.579, 4.885], [4.023, -3.642, 5.921], [0.037, -2.382, 4.652], [-2.412, -1.288, 4.646], [-4.806, -1.291, 1.901], [-6.866, -1.552, 3.226], [-5.545, 1.527, 5.897], [-3.478, 1.783, 4.576], [-1.227, 0.888, -4.221], [-2.272, 1.289, -6.413], [-4.428, 4.617, -4.784], [-3.382, 4.216, -2.587], [0.146, 3.685, -3.768], [2.734, 3.582, -3.072], [5.234, 0.072, -0.009], [4.479, -1.749, 1.813], [5.067, 3.324, 0.193], [7.251, 3.849, -0.818], [6.232, 1.492, -4.249], [4.038, 0.973, -3.239], [-4.420, 1.909, -1.690], [-5.057, 1.083, 0.767], [-3.865, -3.453, -1.071], [-2.665, -3.448, -1.655], [-2.775, -3.951, -2.877], [-1.838, -4.211, -0.941], [-2.031, -1.723, -1.708], [-1.976, -1.318, -0.322], [-2.924, -1.013, -2.574], [-0.629, -1.902, -2.388], [0.759, -1.835, -1.668], [1.495, -0.643, -2.015], [0.782, -2.228, -0.280], [1.632, -3.191, -2.549], [1.660, -2.978, -3.858], [1.041, -4.355, -2.305], [2.888, -3.240, -2.093]], "forces_ev_per_angstrom": [[-0.05, 0.00, -0.23], [0.00, 0.00, 0.00], [0.00, 0.01, 0.01], [0.00, 0.00, -0.01], [0.00, 0.00, 0.01], [0.01, 0.01, 0.01], [-0.01, 0.01, 0.00], [0.00, -0.01, -0.01], [0.01, 0.00, -0.03], [0.03, -0.03, 0.00], [-0.01, 0.00, 0.00], [0.03, 0.02, 0.00], [0.01, -0.05, -0.02], [-0.04, 0.02, -0.03], [0.02, -0.02, 0.05], [0.00, -0.02, -0.02], [0.00, 0.01, 0.00], [0.00, 0.00, 0.00], [-0.01, 0.00, 0.00], [0.00, 0.00, 0.00], [-0.01, 0.03, -0.04], [-0.01, 0.04, 0.07], [0.02, -0.11, 0.00], [-0.02, -0.05, 0.02], [0.04, 0.08, -0.03], [-0.02, -0.03, -0.04], [0.00, -0.02, 0.01], [0.00, 0.01, 0.00], [0.00, 0.00, 0.00], [0.00, 0.00, -0.01], [0.00, 0.00, 0.00], [0.01, 0.03, 0.02], [0.02, 0.01, -0.06], [-0.07, -0.01, 0.00], [0.04, -0.02, 0.04], [-0.13, 0.02, -0.06], [0.02, 0.04, -0.02], [0.15, -0.02, -0.02], [0.01, -0.02, -0.01], [0.01, -0.01, 0.04], [0.02, 0.02, -0.01], [-0.06, -0.02, 0.00], [-0.02, -0.01, 0.09], [-0.04, 0.01, 0.05], [0.03, -0.01, -0.01], [-0.02, -0.01, 0.03], [0.00, -0.01, -0.02], [0.00, 0.00, 0.00], [0.01, 0.00, 0.01], [-0.01, 0.02, -0.05], [-0.01, 0.03, -0.01], [0.00, -0.02, 0.00], [-0.04, 0.01, 0.12], [0.00, 0.00, 0.00], [0.00, -0.01, -0.01], [0.00, 0.00, 0.00], [0.00, 0.00, 0.00], [0.01, 0.00, 0.00], [-0.01, 0.01, 0.00], [0.00, 0.01, 0.00], [0.00, 0.00, 0.00], [0.00, 0.00, 0.00], [0.00, 0.00, 0.00], [0.00, 0.00, 0.00], [0.00, 0.00, 0.00], [0.00, 0.00, 0.00], [0.00, 0.00, 0.00], [0.00, 0.00, 0.00], [0.00, 0.01, 0.00], [-0.01, -0.01, -0.01], [-0.01, 0.00, 0.01], [0.00, 0.00, 0.00], [0.00, 0.00, 0.00], [0.00, 0.00, 0.00], [0.00, -0.01, 0.02], [0.02, 0.01, -0.01], [0.00, -0.03, 0.02], [0.00, -0.01, -0.01], [-0.02, 0.00, 0.04], [0.01, 0.00, -0.01], [0.00, 0.00, 0.00], [-0.09, 0.02, 0.16], [0.00, -0.04, -0.02], [0.04, 0.01, -0.03], [0.00, 0.23, -0.06], [0.12, -0.15, 0.09], [0.01, 0.01, -0.06], [0.02, 0.05, 0.02], [0.02, 0.00, 0.01], [0.00, 0.01, -0.01], [0.00, 0.00, -0.02], [-0.01, -0.01, 0.00]], "mulliken_charge": [0.9345, 0.1446, -0.1182, -0.6646, -0.0294, -1.0338, -0.1384, -0.6426, 1.1719, 0.4894, -1.4579, -1.2468, 0.5304, 0.6646, -0.9104, -0.0258, -0.7004, -0.1305, 0.1528, -0.7045, -0.1144, 0.4530, -0.3489, -0.2782, 1.9943, -0.6074, -0.0564, -0.8356, -0.1749, 0.1399, -0.7624, -0.0872, 0.3261, -1.3309, -1.2063, 0.4074, 0.2986, 0.6095, 0.6178, -1.0524, -1.4948, 0.1057, 0.0312, -0.9012, -0.0312, -0.6910, -0.0766, 0.1520, -0.7365, -0.0401, -1.0933, -1.2637, 0.2465, 0.4315, 0.7063, 0.5519, 0.4282, 0.5450, 0.5779, 0.6842, 0.4323, 0.4019, 0.5239, 0.5489, 0.4361, 0.4195, 0.5555, 0.5974, 0.6410, 0.5969, 0.6112, 0.5148, 0.4078, 0.4167, 0.6732, 0.6107, 0.6628, -0.1922, 0.4149, -0.2018, -0.1865, 1.2235, -0.3041, -0.7205, -0.5979, 1.4399, -0.5727, -0.4082, 0.2448, -0.1915, -0.1955, -0.2111]}

No. 2
{"formula": "C46H32AsClIN5O3PPtS2", "method": "ωB97M-V/def2-TZVPD", "e_above_lowest_kcal_mol": 23.80, "orbital_gap_ev": 7.15, "lumo_ev": 1.78, "total_energy_ev": -177485.286, "homo_ev": -5.367, "charge": -1, "elements": ["Pt", "Cl", "C", "C", "C", "I", "C", "O", "C", "N", "C", "C", "C", "C", "H", "H", "H", "H", "N", "C", "C", "C", "N", "C", "N", "C", "C", "As", "C", "C", "C", "C", "C", "C", "C", "C", "C", "C", "C", "C", "P", "C", "C", "C", "C", "C", "C", "C", "C", "C", "C", "C", "C", "H", "H", "H", "H", "H", "H", "H", "H", "H", "H", "H", "H", "H", "H", "H", "H", "H", "H", "H", "H", "H", "H", "H", "H", "O", "S", "O", "N", "C", "S", "C", "C", "C", "C", "C", "C", "H", "H", "H", "H"], "xyz": [[0.319, 0.287, 0.506], [-6.359, -0.616, 2.512], [-4.845, 0.014, 1.921], [-4.800, 1.273, 1.388], [-3.604, 1.805, 0.891], [-3.562, 3.724, 0.104], [-2.418, 1.085, 0.915], [-1.310, 1.563, 0.444], [-2.475, -0.228, 1.508], [-1.299, -0.916, 1.574], [-1.279, -2.126, 2.074], [-2.437, -2.758, 2.561], [-3.626, -2.088, 2.529], [-3.678, -0.779, 1.999], [-5.703, 1.865, 1.346], [-0.319, -2.626, 2.105], [-2.367, -3.761, 2.957], [-4.533, -2.542, 2.903], [1.536, 1.901, 1.284], [1.137, 2.688, 2.051], [0.730, 3.594, 2.999], [0.798, 3.205, 4.358], [0.872, 2.848, 5.452], [0.254, 4.867, 2.607], [-0.131, 5.901, 2.272], [3.671, -0.015, 0.323], [3.690, 0.704, -1.011], [5.446, 1.508, -1.448], [5.827, 2.026, 0.409], [6.589, 1.297, 1.315], [6.682, 1.697, 2.641], [6.003, 2.824, 3.081], [5.240, 3.559, 2.185], [5.164, 3.167, 0.857], [6.516, -0.129, -1.565], [7.900, -0.037, -1.428], [8.706, -1.157, -1.567], [8.140, -2.389, -1.865], [6.767, -2.488, -2.028], [5.963, -1.366, -1.881], [2.154, -0.924, 0.765], [2.508, -1.251, 2.525], [1.676, -0.741, 3.515], [2.023, -0.846, 4.856], [3.204, -1.474, 5.216], [4.041, -1.995, 4.236], [3.699, -1.880, 2.900], [2.240, -2.543, -0.063], [2.306, -2.576, -1.457], [2.381, -3.787, -2.126], [2.367, -4.980, -1.417], [2.273, -4.957, -0.033], [2.211, -3.746, 0.641], [3.733, 0.726, 1.123], [4.519, -0.694, 0.454], [2.997, 1.547, -0.971], [3.402, 0.099, -1.869], [7.097, 0.395, 0.995], [7.271, 1.114, 3.338], [6.060, 3.123, 4.119], [4.695, 4.431, 2.522], [4.556, 3.743, 0.167], [8.356, 0.921, -1.201], [9.778, -1.066, -1.447], [8.767, -3.263, -1.979], [6.311, -3.439, -2.273], [4.897, -1.471, -2.024], [0.760, -0.234, 3.240], [1.378, -0.409, 5.605], [3.480, -1.548, 6.261], [4.967, -2.482, 4.513], [4.366, -2.279, 2.146], [2.272, -1.664, -2.042], [2.432, -3.788, -3.206], [2.417, -5.924, -1.943], [2.249, -5.882, 0.527], [2.142, -3.745, 1.721], [2.000, 0.540, -5.948], [2.458, 0.386, -4.597], [3.797, -0.102, -4.388], [1.410, -0.542, -3.722], [0.822, 0.150, -2.790], [-0.311, -0.571, -1.731], [1.198, 1.602, -2.744], [0.721, 2.614, -1.924], [1.299, 3.873, -2.037], [2.317, 4.118, -2.954], [2.766, 3.115, -3.807], [2.178, 1.874, -3.679], [-0.073, 2.428, -1.214], [0.953, 4.671, -1.394], [2.758, 5.105, -3.011], [3.544, 3.295, -4.536]], "forces_ev_per_angstrom": [[0.42, 0.30, -0.34], [-0.04, -0.01, 0.01], [0.02, 0.02, -0.01], [-0.04, -0.02, 0.02], [-0.04, -0.06, 0.04], [-0.01, 0.03, -0.02], [0.02, -0.01, 0.01], [0.11, -0.09, 0.03], [0.06, -0.01, -0.02], [-0.25, -0.02, 0.10], [-0.02, 0.04, -0.01], [-0.04, -0.01, 0.00], [0.05, -0.01, 0.00], [-0.04, 0.04, -0.02], [-0.01, 0.00, 0.00], [0.02, -0.01, -0.01], [-0.01, -0.02, 0.01], [-0.01, 0.00, 0.00], [-0.32, -0.18, 0.10], [0.10, 0.01, 0.01], [0.04, 0.02, -0.06], [0.05, -0.01, 0.05], [-0.02, -0.03, 0.09], [-0.10, 0.02, -0.02], [0.02, 0.09, -0.01], [0.14, -0.12, 0.08], [0.01, 0.19, 0.05], [-0.01, -0.12, 0.01], [0.04, 0.03, -0.04], [0.01, -0.05, -0.05], [-0.01, 0.00, 0.02], [0.00, 0.00, 0.03], [-0.01, 0.01, 0.00], [-0.02, 0.02, -0.02], [0.03, 0.05, 0.01], [0.01, 0.03, 0.01], [0.02, 0.01, 0.00], [0.01, -0.02, -0.02], [0.00, 0.00, 0.02], [-0.06, 0.01, 0.04], [-0.01, -0.16, -0.11], [0.03, -0.02, -0.04], [-0.06, 0.05, 0.01], [0.01, 0.00, -0.03], [-0.01, 0.00, 0.02], [-0.01, 0.00, 0.01], [0.00, -0.03, -0.04], [0.03, 0.00, 0.02], [0.06, 0.09, 0.05], [0.01, -0.01, 0.00], [-0.01, 0.03, 0.01], [-0.01, 0.02, 0.00], [-0.01, 0.04, 0.03], [0.07, -0.03, -0.02], [-0.04, -0.02, -0.09], [0.04, -0.06, 0.03], [0.10, -0.09, 0.08], [0.00, 0.01, 0.01], [0.01, -0.01, 0.00], [-0.01, 0.00, 0.01], [-0.01, 0.02, 0.00], [0.00, 0.00, -0.01], [0.00, 0.00, -0.01], [0.02, 0.00, 0.00], [0.01, 0.00, 0.00], [0.00, 0.00, 0.00], [-0.08, 0.02, -0.03], [0.01, 0.02, -0.02], [-0.01, 0.00, 0.04], [0.01, 0.00, 0.00], [0.01, 0.00, 0.00], [-0.01, 0.00, -0.02], [0.09, -0.25, 0.12], [-0.01, 0.02, -0.04], [0.00, -0.01, 0.00], [0.00, -0.03, 0.01], [0.01, 0.02, 0.03], [0.03, -0.02, 0.04], [-0.06, 0.11, -0.07], [0.05, -0.01, 0.09], [0.03, 0.04, -0.15], [-0.22, 0.18, -0.06], [-0.06, -0.12, 0.23], [-0.06, 0.09, -0.06], [-0.03, -0.06, -0.09], [0.02, -0.01, 0.00], [0.02, -0.02, -0.02], [-0.04, 0.02, 0.02], [-0.04, -0.01, -0.04], [-0.03, 0.03, -0.02], [-0.01, 0.02, 0.01], [0.02, 0.02, 0.00], [0.03, 0.01, -0.01]], "mulliken_charge": [1.8411, -0.2983, 0.6403, -0.4017, -0.5203, 0.0316, 0.0608, -0.5617, 0.3420, -0.0822, 0.1378, -1.2071, -0.8185, -0.1663, 0.4056, 0.3085, 0.4460, 0.4162, 0.0531, 0.3979, -0.1428, 0.0218, -0.6068, -0.0900, -0.5856, -1.0343, 1.8019, 0.2131, -0.0888, 0.1644, -0.7416, -0.5039, -0.6390, -0.1598, -0.1196, -0.4376, -0.5828, -0.4761, -0.8455, 0.1431, 1.6554, 0.6271, -0.1577, -0.9838, -0.6965, -0.8838, -0.3975, 0.4741, -0.1544, -0.9263, -0.7813, -0.7549, -0.8529, 0.3132, 0.9939, -0.6042, -1.4584, 0.3617, 0.4031, 0.3856, 0.4421, 0.3590, 0.4282, 0.3789, 0.3832, 0.4604, 0.3917, 0.4057, 0.4510, 0.3956, 0.4414, 0.4246, -0.1104, 0.5320, 0.3898, 0.4417, 0.3679, -0.7645, 1.1561, -0.5483, -0.5933, 0.8527, -0.5649, -0.3111, -0.3195, -0.8277, -0.5309, -0.7059, 0.4769, 0.8205, 0.5329, 0.4198, 0.4478]}